Molecular formula: C3H10S2
Method: DFT, the ωB97M-V functional and the def2-TZVPD basis

Structure (XYZ):
```
15
Properties=species:S:1:pos:R:3:mulliken_charge:R:1
C 1.65102 -0.62266 1.81317 -0.88
C 1.68025 -1.90941 1.02588 -0.20
C 0.50506 -1.95415 0.01493 -0.93
H 0.61009 -0.55691 2.43414 0.23
H 2.53282 -0.73289 2.61768 0.24
H 1.66281 0.42365 1.27125 0.28
H 2.63479 -2.07995 0.44893 0.28
H 1.45013 -2.80677 1.69311 0.19
H -0.43912 -2.46572 0.63606 0.22
H 0.81096 -2.75847 -0.74064 0.26
H 0.22504 -1.04053 -0.53703 0.30
S -3.18966 4.89270 -1.57284 -0.17
S -4.31102 4.24321 -3.33825 -0.19
H -2.36856 3.55651 -1.37673 0.18
H -3.45462 3.81140 -4.38965 0.17
```

Energy relative to the best compared isomer or geometry (same formula, charge and spin)   223.6 kJ/mol
E_HOMO   -0.3384 hartree
LUMO energy   -0.245 eV
HOMO-LUMO gap   8.964 eV
Spin multiplicity   1
SMILES   CCC.SS

***

Molecular formula: H15NO6
Method: DFT, the ωB97M-V functional and the def2-TZVPD basis

Structure (XYZ):
```
22
Properties=species:S:1:pos:R:3:mulliken_charge:R:1
N 1.83400 -1.24147 1.87873 -2.53
H 1.25773 -2.08303 1.77093 0.38
H 1.35985 -0.65281 2.51154 0.70
H 2.64773 -1.63488 2.38422 0.69
H 0.25059 -3.65792 -0.16996 0.40
H -0.46238 -2.42639 -0.06155 0.27
O 0.18448 -2.84623 -0.62376 -0.77
H 1.35096 1.67958 -0.89979 0.40
H 1.91340 3.10666 -1.07940 0.36
O 1.13499 2.60992 -0.81069 -0.78
H -0.12706 0.79617 0.11536 0.40
H -1.61689 1.04716 -0.14139 0.36
O -1.01261 0.48313 0.38034 -1.08
H -1.93938 -2.10341 2.36745 0.39
H -1.68646 -1.19310 1.07691 0.07
O -1.71423 -2.07102 1.43927 -0.23
H -1.19562 3.22912 -1.03739 0.31
H -2.06784 4.11459 -1.97446 0.33
O -1.84991 3.12704 -1.68830 -0.68
H 1.65176 -0.48452 0.06605 0.42
H 1.02153 -0.84216 -1.22174 0.28
O 1.35780 -0.07844 -0.80410 -0.69
```

Energy relative to the best compared isomer or geometry (same formula, charge and spin)   57.8 kJ/mol
E_HOMO (spin up / spin down)   0.0339 / -0.2652 hartree
LUMO energy (spin up / spin down)   3.073 / 2.954 eV
HOMO-LUMO gap (spin up / spin down)   2.150 / 10.170 eV
Total charge   -1
Spin multiplicity   2

***

Molecular formula: C3H6NO2S
Method: DFT, the ωB97M-V functional and the def2-TZVPD basis

Structure (XYZ):
```
13
Properties=species:S:1:pos:R:3:mulliken_charge:R:1
C -0.18823 1.07940 -0.92329 -1.06
C -0.60758 -0.16116 -0.16133 0.47
C 0.50294 -0.66702 0.76087 -1.31
N -1.74630 0.32619 0.56710 -0.41
O -3.31451 -0.93833 -1.04873 -0.60
O -4.21186 0.87328 0.39528 -0.58
S -3.23547 -0.23026 0.25846 0.48
H 0.11820 1.92398 -0.31712 0.32
H -0.83653 1.34370 -1.74855 0.33
H -0.89476 -0.95187 -0.87109 0.40
H 0.24022 -1.61601 1.23030 0.31
H 0.68588 0.06457 1.54463 0.31
H 1.41310 -0.79758 0.18124 0.35
```

Energy relative to the best compared isomer or geometry (same formula, charge and spin)   363.6 kJ/mol
E_HOMO (spin up / spin down)   -0.1267 / -0.1419 hartree
LUMO energy (spin up / spin down)   3.660 / 3.614 eV
HOMO-LUMO gap (spin up / spin down)   7.109 / 7.476 eV
Total charge   -1
Spin multiplicity   1

***

Molecular formula: C16H20N6O3
Method: DFT, the ωB97M-V functional and the def2-TZVPD basis

Structure (XYZ):
```
45
Properties=species:S:1:pos:R:3:mulliken_charge:R:1
C 2.50275 -4.23227 0.46327 -0.84
N 1.76169 -3.16064 1.12602 -0.18
C 1.45546 -1.91325 0.73901 0.34
O 0.98110 -1.18335 1.60109 -0.63
C 1.74852 -1.31239 -0.66310 -0.26
C 0.59366 -0.42095 -1.15960 -0.26
O -0.61357 -1.14549 -1.28327 -0.58
N 2.22250 -2.19415 -1.75363 -0.12
C 1.54514 -3.18556 -2.33470 0.87
C 2.26466 -3.94746 -3.42170 -1.30
O 0.39881 -3.48792 -2.03544 -0.73
H 1.84408 -4.77561 -0.21644 0.23
H 3.36203 -3.83477 -0.07623 0.27
H 2.86801 -4.93480 1.21385 0.37
H 1.45131 -3.35525 2.06593 0.29
H 2.57173 -0.62401 -0.47700 0.44
H 0.43997 0.40082 -0.45788 0.01
H 0.85739 0.00429 -2.12898 0.34
H -0.40851 -2.03322 -1.63245 0.45
H 3.15568 -2.03041 -2.09343 0.26
H 1.55684 -4.61404 -3.91334 0.35
H 2.66784 -3.25075 -4.15382 0.39
H 3.06873 -4.53272 -2.98142 0.32
N -3.53756 4.85424 -0.33102 -0.45
C -2.51108 4.16551 0.26202 0.58
N -1.38308 4.82237 0.26042 -1.33
N -0.30257 4.20334 0.81358 1.59
N 0.93118 4.77518 0.87612 -1.17
C 1.69814 3.88091 1.45219 -0.68
C 0.95690 2.68034 1.77338 -0.17
C -0.31614 2.92364 1.35976 -0.47
C -1.56571 2.17674 1.37811 1.17
C -1.66889 0.89253 1.92160 -0.36
C -2.89575 0.22454 1.91177 -0.71
C -4.02319 0.84607 1.36652 -0.78
C -3.92408 2.13408 0.82745 -0.68
C -2.68919 2.80916 0.82318 0.65
H -4.35159 4.33118 -0.62738 0.17
H -3.25333 5.68354 -0.84348 0.27
H 2.75385 4.02571 1.66099 0.45
H 1.33560 1.77932 2.24466 0.47
H -0.79498 0.41054 2.34671 0.36
H -2.96589 -0.77772 2.32367 0.41
H -4.97513 0.32370 1.35787 0.39
H -4.81334 2.59894 0.41512 0.25
```

Energy relative to the best compared isomer or geometry (same formula, charge and spin)   204.3 kJ/mol
E_HOMO   -0.2829 hartree
LUMO energy   0.321 eV
HOMO-LUMO gap   8.018 eV
Spin multiplicity   1
SMILES   CNC(=O)[C@H](CO)NC(C)=O.Nc1nn2nccc2c2ccccc12

***

Molecular formula: C29H29N2O4Rh
Method: DFT, the ωB97M-V functional and the def2-TZVPD basis

Structure (XYZ):
```
65
Properties=species:S:1:pos:R:3:mulliken_charge:R:1
Rh 0.18129 -0.11382 -0.23110 -0.53
O -0.29128 -3.47825 2.57591 -0.57
C -0.29353 -2.33555 1.86078 0.11
O -0.51549 -2.36218 0.64235 -0.39
C -0.03700 -1.13216 2.58994 0.25
C 0.18787 -1.08884 3.96771 -0.76
C 0.36808 0.12489 4.59081 -0.96
C 0.30535 1.30259 3.81704 -0.81
C 0.10157 1.21119 2.46061 1.29
N -0.05116 0.01805 1.82924 0.25
C -0.00216 2.36916 1.55387 0.25
O 0.15768 3.60691 2.03254 -0.51
O -0.23853 2.23924 0.36914 -0.45
H -0.44514 -4.19544 1.94864 0.36
H 0.20670 -2.01614 4.52254 0.52
H 0.54753 0.18308 5.65465 0.41
H 0.41411 2.26063 4.30889 0.21
H 0.37534 3.59749 2.97018 0.28
C 3.23976 -0.64412 -3.58178 -1.26
C 2.01735 -0.62895 -4.50605 0.08
C 1.51894 0.80474 -4.71341 -1.48
C 0.92457 -1.57940 -4.06021 0.43
C 0.77293 -2.77360 -4.72910 -0.64
C -0.25937 -3.65800 -4.42659 -1.14
C -1.24904 -3.26509 -3.53811 -0.71
C -1.19277 -2.05917 -2.86430 -0.12
C -2.46602 -1.60976 -2.15147 0.81
C -2.42246 -0.31568 -1.34449 -0.99
C -3.57858 -1.44146 -3.20443 -1.57
C 0.02435 -1.28758 -2.96345 1.19
N 0.32130 -0.37871 -2.05614 -0.37
H 4.07440 -0.13461 -4.06745 0.53
H 3.54323 -1.66534 -3.34649 0.30
H 3.01759 -0.12620 -2.65309 0.10
H 2.34837 -1.00237 -5.47964 0.61
H 1.09036 1.20567 -3.79550 0.17
H 0.76613 0.84615 -5.50284 0.36
H 2.35632 1.44100 -5.00413 0.45
H 1.47796 -3.02371 -5.51355 0.40
H -0.32993 -4.60936 -4.93707 0.41
H -2.11181 -3.90537 -3.39050 0.55
H -2.75907 -2.41930 -1.47582 0.37
H -2.21970 0.54448 -1.98118 0.39
H -1.66818 -0.37460 -0.55501 -0.10
H -3.37690 -0.15688 -0.84296 0.50
H -3.39458 -0.54234 -3.79632 0.39
H -4.55124 -1.34174 -2.71965 0.41
H -3.61674 -2.29008 -3.88377 0.44
C 4.49324 -3.75343 0.14486 -0.65
C 3.13320 -3.79969 -0.21929 -1.26
C 2.37685 -2.66122 -0.23355 -0.03
C 2.93298 -1.40540 0.11552 1.45
C 2.18766 -0.19215 0.08843 0.03
C 2.82858 0.99806 0.31191 -0.17
C 4.21004 1.04671 0.59848 -1.01
C 4.93767 -0.10440 0.67369 -0.89
C 4.32152 -1.35372 0.42893 0.93
C 5.07063 -2.55477 0.45215 -0.90
H 5.08083 -4.66254 0.16600 0.42
H 2.69210 -4.74722 -0.50514 0.46
H 1.34034 -2.71371 -0.53431 0.45
H 2.28633 1.93519 0.25474 0.53
H 4.68602 2.00777 0.75294 0.40
H 5.99710 -0.07802 0.90099 0.40
H 6.12311 -2.49897 0.70711 0.39
```

E_HOMO (spin up / spin down)   -0.2123 / -0.2807 hartree
LUMO energy (spin up / spin down)   -0.077 / -1.048 eV
HOMO-LUMO gap (spin up / spin down)   5.698 / 6.592 eV
Spin multiplicity   5

***

Molecular formula: C2H5NO2S
Method: DFT, the ωB97M-V functional and the def2-TZVPD basis

Structure (XYZ):
```
11
Properties=species:S:1:pos:R:3:mulliken_charge:R:1
C 0.40161 1.37000 -0.44649 -0.41
C 1.01200 -0.25726 1.05373 -0.69
N 1.19102 0.43481 -0.19535 -0.37
O -1.61837 -1.95197 -0.19895 -0.40
O -2.11256 -0.24966 -1.84731 -0.37
S -1.30192 -1.35132 -1.47067 0.75
H 0.36305 1.77366 -1.34450 0.40
H -0.50737 1.64088 0.15480 0.25
H 0.33311 0.21058 1.74549 0.33
H 1.93376 -0.47279 1.55293 0.33
H 0.30569 -1.14692 0.99630 0.18
```

Energy relative to the best compared isomer or geometry (same formula, charge and spin)   210.5 kJ/mol
E_HOMO   -0.3694 hartree
LUMO energy   -1.136 eV
HOMO-LUMO gap   8.916 eV
Spin multiplicity   1

***

no.,E_tot (hartree)
1,-916.57878
2,-515.16133
3,-721.27011
4,-1175.96321
5,-1643.42483
6,-682.55941